No. 1
{"formula": "C4H13NO", "method": "ωB97M-V/def2-TZVPD", "lumo_energy_ev": 0.73, "orbital_gap_ev": 10.09, "smiles": "CC(C)CN.O", "homo_energy_ev": -9.36, "species": ["C", "C", "C", "C", "N", "H", "H", "H", "H", "H", "H", "H", "H", "H", "H", "H", "H", "H", "O"], "positions_angstrom": [[-0.10536, 1.46209, 0.12208], [0.69753, 0.41291, -0.60825], [1.03985, -0.76513, 0.39595], [-0.09727, -0.08458, -1.83267], [0.85709, 2.05321, 1.12835], [-1.05722, 1.12023, 0.66964], [-0.49803, 2.32040, -0.55897], [1.69687, 0.85106, -0.87314], [0.35503, -0.77312, 1.26824], [2.00459, -0.89499, 0.86213], [0.66239, -1.64351, -0.13588], [-0.48398, 0.85067, -2.50027], [0.50238, -0.65113, -2.63831], [-0.96575, -0.73411, -1.50192], [1.23381, 1.29064, 1.76978], [0.30129, 2.62631, 1.77572], [-2.35963, -3.14952, 0.82020], [-1.54893, -2.02395, 1.23850], [-2.23467, -2.26748, 0.59883]], "atomic_forces_ev_per_a": [[-0.48, 1.94, 1.06], [0.63, -0.63, 0.20], [-2.33, -0.28, -0.35], [-0.36, 0.76, -2.35], [-0.66, -0.68, 1.08], [1.27, -0.25, -1.01], [1.01, -1.40, 0.96], [-1.10, -0.05, -0.14], [0.07, 0.51, -0.25], [0.58, 0.17, -0.64], [0.87, -0.44, 0.15], [0.58, -2.08, 1.86], [-0.64, 0.52, 1.61], [0.87, 0.87, -0.51], [-0.72, 1.10, -1.31], [0.40, -0.06, -0.33], [-0.71, -2.73, 0.34], [-0.14, 0.35, -0.32], [0.85, 2.39, -0.05]], "mulliken_charge": [-0.506, 0.733, -1.373, -1.329, -0.703, 0.247, 0.298, 0.220, 0.212, 0.332, 0.457, 0.314, 0.335, 0.282, 0.236, 0.250, 0.291, 0.295, -0.591]}

---

No. 2
{"formula": "C3H2BrF3O", "method": "ωB97M-V/def2-TZVPD", "lumo_energy_ev": 0.56, "orbital_gap_ev": 9.73, "smiles": "FC(F)=C(F)Br.C=O", "homo_energy_ev": -9.17, "species": ["C", "C", "C", "O", "F", "F", "F", "Br", "H", "H"], "positions_angstrom": [[-0.45771, 1.88315, 1.50392], [0.84027, -1.30168, -0.55185], [-0.29365, -1.22472, -1.30531], [-0.14417, 1.61229, 0.35676], [1.96765, -0.95590, -1.07054], [1.02724, -1.67896, 0.72206], [-1.44915, -1.72266, -0.85457], [-0.35702, -0.41523, -2.95233], [-1.39777, 2.28565, 1.72881], [0.26431, 1.51804, 2.42304]], "atomic_forces_ev_per_a": [[3.50, -2.78, -0.35], [-2.02, -0.12, -0.42], [1.56, -0.75, 2.25], [-0.36, 0.64, 1.63], [1.31, 0.59, -0.40], [-0.89, 0.03, -1.14], [0.00, 0.22, 0.14], [0.03, 0.07, -0.41], [-1.56, 1.01, 0.57], [-1.57, 1.09, -1.86]], "mulliken_charge": [-0.094, 0.594, 0.147, -0.365, -0.205, -0.232, -0.237, -0.072, 0.280, 0.184]}

---

No. 3
{"formula": "C5H10O", "method": "ωB97M-V/def2-TZVPD", "total_charge": 1, "lumo_energy_ev": [-5.46, -7.82], "orbital_gap_ev": [9.25, 7.07], "spin_multiplicity": 2, "s_squared": 0.79, "homo_energy_ev": [-14.71, -14.88], "species": ["C", "C", "C", "C", "C", "H", "H", "H", "H", "H", "H", "H", "H", "H", "H", "O"], "positions_angstrom": [[0.17617, 2.29902, -0.86818], [0.06246, 1.56088, 0.28414], [-0.03857, 0.16813, 0.39328], [0.22328, -0.43951, 1.61144], [-0.35568, -1.71571, 2.03796], [0.04648, 3.35655, -0.71384], [0.16083, 1.78397, -1.81844], [0.13373, 2.02865, 1.26011], [-0.35951, -0.41571, -0.45774], [0.85551, 0.10363, 2.30011], [-1.31949, -1.94340, 1.60040], [0.35007, -2.53994, 1.87135], [-0.48333, -1.70624, 3.09637], [0.19654, -1.01297, -2.76221], [0.44048, -0.96439, -4.26902], [-0.08897, -0.56297, -3.56574]], "atomic_forces_ev_per_a": [[-1.39, -0.60, 0.82], [0.93, -0.35, 0.54], [0.18, 0.25, -0.37], [-0.71, -0.26, -0.13], [0.38, -0.16, -0.19], [0.52, 0.35, -0.67], [0.19, 0.34, -0.32], [0.05, 0.53, -0.18], [-0.17, -0.18, -0.06], [-0.03, 0.12, 0.24], [0.03, -0.05, -0.47], [0.00, -0.05, -0.20], [-0.03, 0.07, 0.95], [0.01, -0.14, -0.29], [-0.15, 0.12, 0.10], [0.19, 0.02, 0.25]], "mulliken_spin": [0.321, 0.061, 0.139, 0.285, 0.013, 0.016, 0.055, 0.004, 0.024, 0.019, 0.005, 0.050, 0.009, 0.000, 0.000, 0.000]}

---

No. 4
{"formula": "C6H7ClN2", "method": "ωB97M-V/def2-TZVPD", "lumo_energy_ev": [-1.51, -1.00], "orbital_gap_ev": [7.00, 7.77], "smiles": "[H]/N=C(C)/C(C#N)=C(\\C)Cl", "homo_energy_ev": [-8.51, -8.77], "species": ["C", "C", "C", "C", "C", "C", "N", "N", "Cl", "H", "H", "H", "H", "H", "H", "H"], "positions_angstrom": [[-1.92181, 1.94265, -0.07616], [-1.23809, 0.75110, -0.09593], [-2.25581, -0.67662, -0.08005], [0.20286, 0.62676, 0.04316], [-1.70985, -2.01365, -0.04954], [0.86299, 2.03858, 0.17117], [-2.61642, 2.85111, -0.03517], [0.86059, -0.48685, 0.03801], [-3.94507, -0.36362, 0.02041], [-2.34714, -2.81686, 0.45707], [-1.57545, -2.49397, -1.07372], [-0.81195, -1.99777, 0.39271], [0.96285, 2.26571, -0.78742], [1.67521, 1.87315, 0.69814], [0.21978, 2.73269, 0.78378], [1.79198, -0.37668, 0.28458]], "atomic_forces_ev_per_a": [[-0.45, -0.23, 0.00], [-2.84, -7.48, -0.06], [2.65, 6.31, 0.02], [0.48, 0.43, 0.43], [-3.63, -2.83, -1.81], [-5.40, -1.76, 2.75], [-0.63, 1.22, -0.01], [-3.30, 0.48, -0.41], [1.02, -0.30, -0.18], [0.37, 1.47, -0.39], [-0.01, 1.01, 0.84], [3.55, 0.12, 1.47], [0.89, 1.93, -3.98], [4.48, -0.38, 2.07], [0.57, -0.55, -1.06], [2.25, 0.55, 0.32]], "mulliken_charge": [-0.125, 0.038, 0.497, 0.931, -1.001, -1.544, -0.435, -0.724, -0.122, 0.338, 0.266, 0.361, 0.399, 0.545, 0.368, 0.209]}

---

Number 1: electronic energy -7895.368 eV, F_max 2.848 eV/A. Number 2: electronic energy -83382.999 eV, F_max 4.485 eV/A. Number 3: electronic energy -7384.764 eV, F_max 1.724 eV/A. Number 4: electronic energy -21833.919 eV, F_max 7.998 eV/A.